1.
This record from the Open Molecules 2025 dataset describes a gas-phase ion, C3H11N2O2 (charge +1). The level of theory is the ωB97M-V functional and the def2-TZVPD basis.

relative energy (zero: lowest compared OMol25 entry of this formula, charge and spin) = 4.643 eV
SMILES = C[C@@H](O)[C@@H]([NH3+])ON
charge = +1
spin multiplicity = 1

Last columns: bonded neighbours and bond lengths (Å).
Positions of all 18 atoms, in Å:
1 O 0.572 1.353 -1.498  C7 1.429, H18 1.012
2 O 0.411 -0.505 1.535  N4 1.393, C6 1.390
3 N -1.380 0.417 0.170  C6 1.571, H9 1.025, H11 1.048, H12 1.063
4 N 0.275 -0.141 2.873  O2 1.393, H8 1.098, H10 1.021
5 C 0.267 -1.058 -1.684  C7 1.507, H13 1.139, H15 1.083, H16 1.112
6 C 0.145 0.439 0.550  O2 1.390, N3 1.571, C7 1.535, H14 1.194
7 C 0.722 0.098 -0.831  O1 1.429, C5 1.507, C6 1.535, H17 1.200
8 H -0.633 -0.559 3.328  N4 1.098
9 H -1.993 -0.348 0.469  N3 1.025
10 H 1.140 -0.467 3.306  N4 1.021
11 H -1.297 0.729 -0.827  N3 1.048
12 H -1.796 1.274 0.642  N3 1.063
13 H 0.929 -1.044 -2.610  C5 1.139
14 H 0.416 1.561 0.855  C6 1.194
15 H 0.256 -2.017 -1.181  C5 1.083
16 H -0.745 -0.817 -2.078  C5 1.112
17 H 1.879 -0.072 -0.562  C7 1.200
18 H 0.833 1.157 -2.456  O1 1.012

2.
This record from the Open Molecules 2025 dataset describes a single C16H24 molecule. The level of theory is the ωB97M-V functional and the def2-TZVPD basis.

relative energy (zero: lowest compared OMol25 entry of this formula, charge and spin) = 0.000 eV
SMILES = C1=C2CC=C(C1)CC[C@H]1CC[C@@H](CC2)CC1
charge = 0
spin multiplicity = 1

Last columns: bonded neighbours and bond lengths (Å).
Positions of all 40 atoms, in Å:
1 C 1.656 -1.861 -0.672  C6 1.549, C16 1.607, H30 1.047, H31 1.088
2 C 0.360 1.284 1.770  C4 1.491, C13 1.544, C14 1.505, H17 1.083
3 C -0.659 -1.297 -1.718  C6 1.483, C7 1.527, C8 1.337
4 C -0.312 -0.044 1.849  C2 1.491, C12 1.528, H18 1.083, H28 1.075
5 C -1.779 1.131 -1.029  C9 1.522, C11 1.410, C15 1.526
6 C 0.327 -2.328 -1.315  C1 1.549, C3 1.483, H33 1.046, H37 1.114
7 C -0.202 -0.130 -2.589  C3 1.527, C11 1.515, H22 1.127, H39 1.117
8 C -1.854 -1.326 -1.118  C3 1.337, C9 1.519, H25 1.109
9 C -2.710 -0.071 -1.089  C5 1.522, C8 1.519, H21 1.124, H24 1.052
10 C 2.169 0.353 0.411  C14 1.543, C16 1.530, H19 1.033, H29 1.120
11 C -0.690 1.142 -1.925  C5 1.410, C7 1.515, H36 0.965
12 C 0.627 -1.245 1.745  C4 1.528, C16 1.523, H35 1.096, H38 1.064
13 C -0.427 2.239 0.847  C2 1.544, C15 1.550, H27 1.048, H40 1.109
14 C 1.838 1.392 1.503  C2 1.505, C10 1.543, H32 1.078, H34 1.045
15 C -1.823 2.025 0.208  C5 1.526, C13 1.550, H23 1.036, H26 1.147
16 C 1.751 -1.083 0.732  C1 1.607, C10 1.530, C12 1.523, H20 1.114
17 H 0.200 1.680 2.765  C2 1.083
18 H -1.141 -0.214 1.172  C4 1.083
19 H 1.638 0.626 -0.432  C10 1.033
20 H 2.538 -1.687 1.239  C16 1.114
21 H -3.401 -0.030 -1.974  C9 1.124
22 H -0.588 -0.357 -3.623  C7 1.127
23 H -2.187 2.948 -0.090  C15 1.036
24 H -3.377 -0.153 -0.280  C9 1.052
25 H -2.162 -2.191 -0.497  C8 1.109
26 H -2.668 1.656 0.889  C15 1.147
27 H -0.622 2.970 1.572  C13 1.048
28 H -0.712 -0.210 2.832  C4 1.075
29 H 3.237 0.457 0.091  C10 1.120
30 H 2.044 -2.826 -0.552  C1 1.047
31 H 2.352 -1.399 -1.369  C1 1.088
32 H 2.044 2.382 1.131  C14 1.078
33 H 0.592 -2.925 -2.133  C6 1.046
34 H 2.177 1.223 2.477  C14 1.045
35 H 0.008 -2.080 1.400  C12 1.096
36 H -0.004 1.795 -1.740  C11 0.965
37 H -0.136 -3.000 -0.556  C6 1.114
38 H 0.833 -1.468 2.765  C12 1.064
39 H 0.907 -0.089 -2.725  C7 1.117
40 H 0.155 2.711 0.028  C13 1.109

Number 1: calculated total energy -10355.10958 eV, lowest unoccupied orbital energy -3.405 eV, HOMO-LUMO gap 10.55 eV. Number 2: calculated total energy -16977.74366 eV, lowest unoccupied orbital energy 0.932 eV, HOMO-LUMO gap 9.27 eV.